1.
C26H42Cl3InN4O4Si | wB97M-V/def2-TZVPD

Element x y z (Å)
1 H 5.0469 -1.6971 2.0156
2 H 0.6913 -4.5111 2.3500
3 H -1.7762 4.3090 2.9566
4 H 1.0192 0.9844 3.1487
5 H -2.3863 3.5920 1.4343
6 H -4.8240 -1.8376 -3.2073
7 H -3.9139 -1.5665 -5.5413
8 C 1.9196 0.4123 2.9280
9 H -1.2024 3.0174 4.6592
10 H -3.1527 3.8846 -1.6039
11 H 4.3418 2.7830 3.4788
12 C -1.4018 1.1937 1.9739
13 H -0.8242 1.2843 4.4174
14 Cl -0.5470 2.1849 -0.9474
15 C 3.9795 3.6319 2.8900
16 H -3.3536 3.8210 -3.3550
17 C 2.7941 0.8788 1.9415
18 C -1.8604 -2.5612 -3.3642
19 H -2.6514 -5.5484 3.4583
20 C -1.0707 2.2483 -4.2650
21 H -4.9018 -3.5479 -3.6392
22 C -2.6800 4.1565 -2.5538
23 H 1.4751 -1.1368 4.3827
24 H 4.1530 5.4181 0.9130
25 H -1.2114 -5.6475 2.5285
26 H -2.6200 5.2519 -2.5942
27 In -1.3823 -0.1714 -1.4721
28 C 4.0528 4.9747 3.5386
29 C 0.4378 4.6336 -2.8558
30 H 2.4820 4.9726 0.4623
31 H -0.7699 0.3823 2.3745
32 C 1.2615 -2.9540 0.9701
33 Si -0.9605 3.4173 -2.7899
34 H -4.0361 -3.0535 -2.1454
35 C 4.1772 -1.0956 2.2903
36 Cl -3.4717 0.5227 -2.3064
37 C -0.9469 -3.1457 1.8942
38 H 2.3018 -3.2628 0.8784
39 H 3.1792 5.6118 3.3145
40 C -0.6861 2.2971 4.0178
41 C 2.1778 -0.7855 3.6188
42 H 3.1142 2.0613 0.1683
43 O -2.1380 1.0166 0.9888
44 N -1.8524 -5.0794 3.0596
45 H 4.9430 5.5259 3.2083
46 H -3.7202 -3.2914 -5.8521
47 C -1.2860 -1.9903 1.1800
48 H 3.8421 4.1687 -0.3344
49 O 1.4809 2.8323 1.1025
50 H 1.3921 4.1401 -2.6299
51 N -0.4423 -1.3985 0.2940
52 C 3.8699 0.0664 1.5816
53 C 3.5092 3.4697 1.6424
54 H 0.3129 5.4343 -2.1146
55 C 0.8211 -1.8510 0.2426
56 N -1.2378 2.3420 2.6715
57 C -1.5352 3.6504 2.1169
58 H 0.3842 2.5407 4.0188
59 H 0.5206 5.0867 -3.8541
60 H 4.4993 0.3815 0.7519
61 H 4.1198 4.8779 4.6273
62 C -4.2696 -2.7843 -3.1774
63 H 1.4892 -1.3232 -0.4447
64 C -2.0430 -3.7620 2.7067
65 H 3.5617 -2.4271 3.8933
66 C 3.3435 -1.5134 3.3282
67 H -2.2733 -1.5360 1.2783
68 H -1.2649 2.8214 -5.1761
69 H -1.8813 1.5194 -4.1383
70 C -3.2402 -2.4285 -5.3857
71 H -0.9569 -2.5505 -3.9980
72 H -0.6652 4.0564 1.5821
73 Cl 0.5969 -0.2810 -2.8383
74 H -2.2862 -2.2220 -5.8811
75 O -3.0267 -3.1216 3.0660
76 H -0.1539 1.6701 -4.3901
77 O -1.7495 -2.4503 -2.1072
78 C 2.6718 2.2613 1.1782
79 C 3.5012 4.5815 0.6280
80 N -3.0440 -2.6579 -3.9630
81 C 0.3667 -3.6330 1.7939

Forces on atoms 1 to 2 (eV/Å):
H -0.19 0.21 0.10
H -0.07 0.21 -0.09

As for the lowest unoccupied orbital energy: -0.56 eV. For the HOMO-LUMO gap, the calculation gives 5.21 eV. The calculation puts the energy relative to the best compared isomer or geometry (same formula, charge and spin) at 49.2 kcal per mole.

These are the Löwdin partial charges, in e, on atoms 1 to 5: number 1, H, carries 0.097; number 2, H, carries 0.121; number 3, H, carries 0.084; number 4, H, carries 0.049; number 5, H, carries 0.083

---

2.
C26H42ClN7O2PtSe2 | wB97M-V/def2-TZVPD

Element x y z (Å)
1 C -2.9640 3.6231 -0.1306
2 O -4.2896 -1.2797 -1.7163
3 C 2.2143 2.0112 -2.2479
4 C 2.7455 -0.5172 3.9781
5 H -2.2656 -1.0669 -4.6908
6 C 2.6832 0.0100 -0.9697
7 H 4.2773 0.6825 1.2155
8 H -2.5912 -3.1309 -1.0148
9 Pt -0.7882 -0.1219 -0.6012
10 H -3.3890 1.1434 2.9113
11 N -2.3532 -0.6150 2.4384
12 H 4.8491 -0.4363 -2.2632
13 H -4.5959 -3.1210 -2.6093
14 H -1.6929 -4.1699 -2.0638
15 N -1.0412 0.9530 3.5002
16 C -4.0762 -2.1758 -2.7960
17 C -0.3954 2.7597 0.1297
18 Se -0.2084 -2.3687 -1.2640
19 H 2.9658 0.3033 -4.2390
20 O -3.2788 -4.7512 -3.7709
21 H -3.3520 1.5233 -0.4747
22 H -4.2646 -0.3542 3.2817
23 Cl 0.6187 5.2046 0.5874
24 C -1.9166 -3.1214 -1.8716
25 C -0.6764 4.1064 0.2600
26 H 2.6966 -1.1590 -3.2681
27 C -1.1395 -0.0002 2.5131
28 H -0.5655 2.9653 3.7155
29 H 0.3324 2.1193 2.4460
30 H -1.7321 -2.5910 2.0941
31 C -2.6264 -3.5689 -4.2259
32 Se -1.6972 0.3500 -2.7678
33 H -3.4640 -2.2655 1.8614
34 H -3.7865 -1.5979 -0.9592
35 C -2.6083 -2.5071 -3.1160
36 N 1.9445 0.4909 -0.0136
37 C 3.1336 -2.1993 0.0430
38 H 3.2987 -3.1514 -0.4658
39 H -2.2037 5.6127 0.2183
40 C -2.4578 -1.8719 1.7168
41 C 1.1524 -0.2302 2.1623
42 C 3.7608 -0.0206 3.1769
43 N -1.3583 1.8667 -0.1139
44 H -0.8109 0.6239 5.5526
45 C -1.6128 0.7326 4.8136
46 H 3.7633 -2.1604 0.9374
47 H -2.2471 -1.7270 0.6544
48 C -0.0727 2.0266 3.4463
49 H -2.2421 1.5739 5.1174
50 H 4.7636 0.0946 3.5679
51 H 2.0895 -2.1594 0.3411
52 N 2.7060 0.6474 -2.1878
53 N -0.1792 -0.3380 1.6899
54 C 4.6531 -1.3120 -1.6521
55 C -3.5927 0.1317 2.5708
56 C 3.4879 0.3129 1.8601
57 C -2.6211 2.2880 -0.2491
58 H 2.9477 -0.8270 4.9953
59 H -3.3080 -5.3820 -4.4949
60 H 2.5825 2.5747 -1.3929
61 H 2.5937 2.4690 -3.1630
62 C -1.9776 4.5592 0.1266
63 H -4.1004 0.1859 1.6023
64 H 1.1199 2.0469 -2.2678
65 C -1.8249 -1.3396 -3.7284
66 H -3.1417 -3.1640 -5.1057
67 N 3.4383 -1.1285 -0.8867
68 H 0.6113 2.3641 0.2040
69 H 5.4982 -1.4621 -0.9717
70 H 1.3415 -0.0822 -3.6109
71 C 2.4141 -0.1186 -3.3962
72 C 1.4608 -0.6195 3.4669
73 H 0.6687 -1.0238 4.0876
74 H -3.9955 3.9214 -0.2535
75 H -2.2140 -0.1725 4.8162
76 H -1.5895 -3.7897 -4.5064
77 C 2.2092 0.1736 1.3180
78 H 4.5827 -2.1905 -2.3006
79 H 0.7611 1.8547 4.1343
80 H -4.5407 -1.7060 -3.6671
81 H -0.8059 -1.6821 -3.9113

Forces on atoms 1 to 2 (eV/Å):
C -0.03 -0.01 0.02
O -0.09 -0.07 0.06

As for the lowest unoccupied orbital energy: 0.20 eV. For the HOMO-LUMO gap, the calculation gives 6.75 eV. The calculation puts the energy relative to the best compared isomer or geometry (same formula, charge and spin) at 0.4 kcal per mole.

These are the Löwdin partial charges, in e, on atoms 1 to 5: number 1, C, carries -0.034; number 2, O, carries -0.102; number 3, C, carries -0.066; number 4, C, carries -0.098; number 5, H, carries 0.063

---

3.
C26H42F3O11P3 | wB97M-V/def2-TZVPD

Element x y z (Å)
1 O 5.1939 2.5006 0.6876
2 C 3.3877 -5.4944 0.5473
3 H 1.1330 -2.3170 2.0780
4 H 3.2426 -6.5431 -3.4548
5 H -1.3359 -2.4997 3.7635
6 H 3.5681 -5.2023 1.5827
7 H 3.4149 -6.5849 0.4722
8 H -6.6707 -0.5333 2.2111
9 H -0.2842 0.2420 1.9632
10 O -3.0120 -1.9405 1.5017
11 O 0.6606 -4.1067 -1.4726
12 P 1.7066 -5.3595 -1.4814
13 H 2.1044 -6.6058 -4.8177
14 H 7.9160 4.6907 -2.0773
15 O 5.7053 4.6477 1.5070
16 C 2.1944 -6.6733 -3.7324
17 C -6.3950 0.9921 -0.1756
18 C -1.3220 -0.6101 0.1837
19 H -0.7706 1.7871 -3.5580
20 C -3.8083 0.2133 -1.5595
21 O 7.4773 4.9502 -0.0713
22 C -7.8079 1.4493 0.4730
23 H -7.7531 2.5959 0.5983
24 H 2.0966 1.1723 -0.2271
25 F -3.0312 0.9369 3.0914
26 F -3.9143 2.7398 1.8880
27 H -0.9762 -5.2930 -2.0056
28 H 0.9294 -0.4759 0.6801
29 H 0.5300 3.6672 -0.2791
30 H 0.4142 -2.1760 4.2602
31 H 4.1672 -5.0597 -0.0835
32 C -6.1803 1.3909 -1.6605
33 C 5.4518 6.0315 1.3228
34 C -5.3022 0.2155 0.6389
35 C -4.0809 1.8999 3.0393
36 P 0.4901 0.3212 -1.9493
37 C -4.8591 1.0083 -2.3680
38 H -0.5865 -3.9335 -3.0967
39 C -5.5963 -0.1070 2.1690
40 H 1.8437 -7.6561 -3.4081
41 C 8.3965 4.5984 -1.1003
42 C 0.0423 -1.9830 2.0591
43 H 0.6815 2.4379 1.0810
44 O -2.3432 -0.6732 -3.3965
45 P 6.2801 3.7623 0.2610
46 O 5.5084 4.0761 -1.0200
47 H -7.0039 1.9633 -2.2242
48 H -0.5826 -2.7503 1.4848
49 C -1.1609 -0.2284 -1.1922
50 H -8.6891 1.2144 -0.2182
51 H -4.9287 -0.9032 2.6341
52 H -1.3273 -3.6234 -1.5180
53 C -3.9872 -0.1981 -0.0506
54 C 5.6022 1.2210 0.2170
55 C -2.8041 -1.0276 0.6705
56 C -5.5469 1.2213 3.0958
57 C 1.3231 1.6804 -0.9197
58 C 0.1989 1.1610 -3.6551
59 O 2.1115 -5.0040 0.1516
60 C -0.6229 -4.2616 -2.0569
61 H -0.7424 -0.7128 3.8353
62 H -4.6061 1.2686 -3.4433
63 O 1.3928 -5.6535 -3.1461
64 H 4.8768 0.4766 0.5483
65 H 5.6474 1.2162 -0.8755
66 H 1.9341 2.3498 -1.6196
67 H -0.0240 0.3709 -4.4510
68 H -0.7813 2.3205 -0.1454
69 H 8.7566 3.5771 -0.9589
70 C -0.4398 -1.7979 3.6004
71 H 1.0554 1.8654 -3.9391
72 H -4.9551 0.6512 4.9333
73 O 1.0061 -6.6529 -1.0675
74 H -6.3083 1.9625 2.6781
75 O -5.7944 0.9122 4.4882
76 C 0.3240 2.5610 -0.0113
77 H 4.6217 6.3179 1.9726
78 C -2.4135 -0.2696 -2.2136
79 H 5.1850 6.2667 0.2910
80 H -7.9877 0.9640 1.4917
81 H 9.2455 5.2823 -1.0574
82 H 6.3335 6.6030 1.6166
83 C -0.0892 -0.5949 1.2053
84 H 6.5819 0.9669 0.6291
85 F -3.9074 2.7846 4.1550

Forces on atoms 1 to 2 (eV/Å):
O 3.38 -0.41 1.27
C 0.29 -0.17 0.17

As for the structure (SMILES): CCCC1=C(P(C)CC)C(=O)c2ccc(C)c(C[C@@H](O)C(F)(F)F)c2C1=O.COP(=O)(OC)OC.COP(=O)(OC)OC. As for the lowest unoccupied orbital energy: -2.48 eV. For the HOMO-LUMO gap, the calculation gives 5.17 eV.

These are the Löwdin partial charges, in e, on atoms 1 to 5: number 1, O, carries -0.252; number 2, C, carries -0.153; number 3, H, carries 0.097; number 4, H, carries 0.076; number 5, H, carries 0.072

---

4.
C26H42N7O8P | wB97M-V/def2-TZVPD

Element x y z (Å)
1 O -1.1274 -1.6772 0.2913
2 H 0.0820 -3.4590 -0.9913
3 H 3.1910 2.4843 -1.9112
4 O 5.1449 4.8548 0.2193
5 N -4.2313 -1.2887 2.3779
6 H -2.6686 -0.2436 0.1706
7 C 1.7973 0.7467 3.3116
8 N 1.7574 -6.5591 -1.5008
9 H 5.4122 1.9427 0.7024
10 C -0.5411 -2.3430 -2.8917
11 H -6.1224 -0.5197 3.6634
12 H -6.8677 1.7504 2.9371
13 C -3.1819 -1.9420 1.5510
14 O 0.2458 2.3901 -4.3303
15 H 1.6188 -3.7951 -3.3845
16 C 1.9693 -5.0873 -1.6595
17 H -3.9889 -0.3080 2.5491
18 H -3.6461 -2.4942 0.6793
19 H 2.8634 4.3965 -0.6505
20 C -2.1658 -0.8972 0.9301
21 N 2.1632 1.1754 -0.4844
22 C 0.5022 -0.2131 -0.4187
23 H 0.2974 4.8908 -2.9985
24 H 2.3924 -6.8862 -0.7608
25 P 6.0942 -1.1082 0.9120
26 H 2.0991 -1.2955 4.1077
27 H 0.8790 1.4056 3.3326
28 N 1.2314 0.5658 -1.2843
29 C -0.3489 4.4034 -2.2203
30 N -0.5586 -0.9755 -0.7469
31 H -1.5919 1.3034 -0.9497
32 H -2.5736 5.5280 0.3410
33 H -2.8745 2.9825 0.5936
34 C 2.0132 -0.1983 4.2986
35 H 3.6662 0.2975 2.1934
36 O 5.2327 -0.0224 0.2281
37 C -6.5585 -0.4743 2.6246
38 H -1.6716 -0.3104 1.7639
39 N 5.3571 2.8201 1.2350
40 H -5.5794 -0.9011 0.6871
41 C 0.9833 -4.4477 -2.7269
42 H 2.3829 3.4892 0.8384
43 H -5.4346 1.2840 1.8543
44 C -2.1486 3.3309 -0.1867
45 C -0.2301 -3.6466 -2.0483
46 C 4.6101 3.7913 0.5035
47 H -0.9888 6.4399 -1.4480
48 C -1.4190 2.3997 -1.0661
49 C 1.2003 0.8304 -2.7169
50 O 5.3785 -2.4729 0.8202
51 H -2.2572 -1.4667 -1.8669
52 H 3.0460 -4.9698 -1.9828
53 H 1.8935 -4.6056 -0.6461
54 H 0.6077 -5.2857 -3.3894
55 H 0.4033 -2.0626 -3.4320
56 H 5.0270 2.6883 2.1892
57 O 6.2998 -0.7422 2.3981
58 O -7.8915 -1.0032 2.6492
59 C -1.0780 5.3253 -1.3454
60 C 3.1460 3.5300 0.0146
61 O 7.4640 -1.2122 0.2128
62 H 2.2199 1.0673 -3.1455
63 H -2.6513 -2.6977 2.2039
64 H -1.1213 -4.3286 -2.1478
65 H 0.8114 -6.7529 -1.1599
66 H 0.8243 -0.0330 -3.3403
67 H -1.2717 -2.6500 -3.7018
68 C -6.4930 1.0405 2.1519
69 C -5.5617 -1.3473 1.7292
70 H -8.1285 -1.2372 1.7344
71 C 0.2919 2.0659 -3.1191
72 H 2.0387 0.1852 5.3610
73 C 3.2048 2.1578 -0.8424
74 H 3.1164 2.0862 2.2365
75 C -2.0053 4.8130 -0.2974
76 C 2.7990 1.0267 2.1092
77 H -1.2625 -0.1967 -2.6409
78 C -1.1827 -1.1638 -2.0568
79 C -0.4903 2.9056 -2.1200
80 H 4.2000 1.6270 -0.6862
81 H -7.1287 1.1631 1.2274
82 N 0.9458 -0.1714 0.9011
83 H -5.8740 -2.4217 1.6624
84 C 2.0121 0.7287 0.7986

Forces on atoms 1 to 2 (eV/Å):
O -0.60 0.06 -0.06
H -0.67 0.05 -0.89

Its charge is -2. As for the lowest unoccupied orbital energy: 2.88 eV. For the HOMO-LUMO gap, the calculation gives 1.59 eV.

These are the Löwdin partial charges, in e, on atoms 1 to 5: number 1, O, carries -0.102; number 2, H, carries 0.099; number 3, H, carries 0.123; number 4, O, carries 0.042; number 5, N, carries -0.084

---

5.
C26H43BeBrCl2F2IKLiN3NbO17S3 | wB97M-V/def2-TZVPD

Element x y z (Å)
1 C -6.3600 5.3923 -3.7903
2 H 1.3834 -0.0318 0.9832
3 C -2.8567 -0.7094 1.9117
4 H 5.6467 3.1755 1.6500
5 Li 0.8845 -5.2407 -3.2011
6 Nb 0.6680 -2.0831 -0.5123
7 S -2.8067 2.0905 1.8980
8 C -0.9629 -2.0238 0.8924
9 H -5.3486 6.6434 -5.2986
10 H -0.0569 -0.4589 -2.6274
11 H -2.2263 -2.4639 -1.6509
12 O -8.5840 4.9201 -6.3046
13 H -4.3829 0.5053 0.9052
14 F 4.0366 -2.2506 -1.8973
15 H 0.3786 0.5251 -0.3188
16 O -10.0294 3.4469 -3.8311
17 C -7.6492 5.1018 -5.6175
18 O 2.4557 -3.9073 -2.8631
19 C -2.7933 -0.4478 -2.0093
20 H 3.0004 1.4789 1.0861
21 C -3.4085 3.1519 0.6752
22 C 0.5316 -8.5372 4.0954
23 C 8.4205 1.9326 2.9277
24 C 2.0404 -3.0685 0.9818
25 O -7.6842 5.4333 -4.3061
26 H 3.5837 -4.4074 1.2145
27 F -4.3317 4.9517 -4.9915
28 H 6.9639 2.8121 4.3092
29 S 2.5616 -2.5151 -2.3287
30 H 10.3606 -0.8366 3.6434
31 O 4.9240 3.8201 1.6603
32 C 8.8991 0.0339 5.0249
33 I -2.0602 1.4229 -2.6731
34 O -6.3320 5.0083 -6.0336
35 C -3.7449 0.5377 1.7815
36 H 0.0601 -8.1496 4.9993
37 H -3.0229 5.9497 -0.6713
38 C 9.6394 -0.0347 3.7369
39 O -12.0811 3.5428 -4.9782
40 O 2.7083 3.7925 0.6440
41 H -6.3000 1.9689 2.2622
42 C -3.3522 4.9703 -0.3803
43 O -6.4762 1.6885 1.3586
44 C -0.4179 -1.4577 -2.3878
45 C 7.6824 2.0068 4.2137
46 O -2.7485 4.3278 0.6454
47 H 1.3835 -3.8529 1.3645
48 O 2.3641 -1.6079 -3.4668
49 Be 0.9402 -2.5857 -4.5942
50 O 4.6145 4.6641 -0.6228
51 N 3.2632 -3.7460 0.5131
52 H 1.7158 -6.0707 4.8297
53 H -6.0363 2.3610 0.8215
54 C 9.4171 0.8456 2.7652
55 H -2.2371 -2.0380 -3.3141
56 H 2.9925 -7.1343 4.2160
57 C -1.9280 -1.6698 -2.3359
58 H -1.7963 -2.6608 0.5900
59 H 1.3347 -9.2165 4.3851
60 C -5.5323 5.5976 -5.0442
61 C 4.4800 2.0902 -0.3076
62 H -0.6014 -2.4918 1.8163
63 Cl -0.0026 -4.4665 -1.0775
64 K 2.1785 -7.1927 -1.7287
65 H -6.1871 4.4230 -3.3208
66 H 2.4411 -5.7545 3.2417
67 H -0.7870 -0.2075 2.0311
68 H -3.0365 -0.3626 -0.9568
69 H -3.7522 -0.5728 -2.5018
70 Cl -11.2764 4.1685 -3.9627
71 H -1.5274 0.0809 0.4456
72 H -0.2073 -9.0833 3.5154
73 O 0.7072 -7.1966 2.1398
74 O -11.0080 5.5355 -4.3216
75 H -6.2104 6.1738 -3.0501
76 O 8.2166 2.7347 2.0378
77 H -0.0506 -2.1006 -3.2343
78 C 3.5519 1.0143 0.2708
79 H 2.9530 0.1118 -1.5935
80 C 1.0845 -7.4043 3.2753
81 O -11.9728 4.1342 -2.7001
82 H -4.4283 0.5379 2.6235
83 C -1.4600 -0.6122 1.2797
84 H -3.4030 -1.5113 1.4150
85 C 2.1266 -6.5346 3.9324
86 C 2.4838 0.6264 -0.7578
87 N -4.3214 3.0727 -0.2266
88 O 9.0965 -0.7706 5.9060
89 H 4.1171 0.1559 0.6288
90 Br 3.6308 -3.7357 -4.8327
91 H 2.1323 1.5809 -1.1501
92 N -4.2776 4.2833 -0.9200
93 C 1.2698 -0.0768 -0.1067
94 H 2.2042 -2.3720 1.8098
95 H 4.0164 -3.0689 0.4741
96 H 7.3797 1.1608 6.1331
97 C 7.9039 1.1275 5.1865
98 S 4.0972 3.7127 0.3091
99 H 5.5190 1.8888 -0.0490
100 H 9.9432 0.8164 1.8195
101 H 4.4428 2.1733 -1.3902
102 H -2.7740 -0.9812 2.9621

Forces on atoms 1 to 2 (eV/Å):
C 0.01 0.15 0.20
H -0.08 -0.21 0.14

Its charge is +1. As for the lowest unoccupied orbital energy: -7.43 eV. For the HOMO-LUMO gap, the calculation gives 1.01 eV.

These are the Löwdin partial charges, in e, on atoms 1 to 5: number 1, C, carries -0.066; number 2, H, carries 0.074; number 3, C, carries -0.250; number 4, H, carries 0.064; number 5, Li, carries 0.560